Entry 1:
DFT (ωB97M-V/def2-TZVPD) results for a 4-piece molecular cluster, C2H11NO4 overall.

```
18
Properties=species:S:1:pos:R:3:forces:R:3:nbo_charge:R:1
C 1.342 -0.085 -0.638 -1.13 -3.58 -0.95 -0.712
C 0.234 0.559 0.129 0.10 -0.44 0.85 0.658
N -0.780 -0.041 0.806 0.31 0.44 -0.75 -0.848
O 0.315 1.753 0.234 0.03 2.21 0.00 -0.641
H 1.487 0.657 -1.363 1.06 0.90 -1.00 0.248
H 1.085 -1.071 -1.269 0.47 1.90 1.82 0.221
H 2.199 -0.238 0.036 -0.26 0.05 -0.50 0.245
H -0.845 -1.028 0.899 -0.44 -0.60 0.43 0.416
H -1.269 0.680 1.336 -0.18 -1.01 0.07 0.417
O -2.146 -1.587 -1.921 0.09 1.37 0.90 -0.942
H -2.629 -0.948 -2.463 0.04 -0.29 -0.21 0.465
H -1.841 -0.990 -1.188 -0.20 -0.95 -0.69 0.472
O 4.146 2.856 0.735 2.52 -1.19 0.82 -0.926
H 4.349 2.356 1.554 0.27 0.37 -0.81 0.460
H 3.259 3.037 0.885 -2.86 0.78 -0.04 0.467
O -2.728 -2.885 0.660 -1.21 1.65 -1.44 -0.977
H -3.506 -2.486 0.114 2.03 -1.63 1.66 0.498
H -2.987 -3.626 1.207 -0.64 0.00 -0.15 0.480
```
Forces are in eV/Å.

Properties
- Calculated total energy: -438.50406 hartree
- Energy relative to the best compared isomer or geometry (same formula, charge and spin): 33.5 kcal per mole
- Lowest unoccupied orbital energy: 0.5 eV
- SMILES string: CC(N)=O.O.O.O
- HOMO: -9.912 eV
- Multiplicity: 1
- Kohn-Sham gap: 10.4 eV

=====

Entry 2:
DFT (ωB97M-V/def2-TZVPD) results for C30H41AsClF6NO4PdSbSi as an isolated structure.

```
87
Properties=species:S:1:pos:R:3:forces:R:3:mulliken_spin:R:1
Pd 0.427 0.104 0.019 0.66 0.13 1.54 0.019
C 1.659 2.301 1.980 -0.04 0.25 -0.18 -0.001
Si 0.982 0.926 3.006 0.12 0.11 0.17 -0.027
C 2.254 0.380 4.272 0.04 -0.13 0.31 0.013
C -0.560 1.547 3.812 -0.31 -0.03 0.01 0.015
N 0.562 -0.510 1.980 0.02 0.13 -0.85 0.458
C -0.216 -1.486 2.445 0.05 -0.18 0.24 0.136
C -0.298 -1.714 3.863 0.11 0.10 -0.23 0.142
C -1.140 -2.635 4.398 -0.21 -0.21 0.00 -0.030
C -1.965 -3.403 3.554 0.04 0.06 -0.02 0.205
C -1.903 -3.261 2.180 0.01 -0.01 0.17 -0.127
C -1.033 -2.343 1.610 0.36 0.15 0.18 0.152
O -0.856 -2.216 0.291 -0.33 0.00 -0.19 0.080
C -1.876 -2.603 -0.598 0.05 -0.03 0.17 -0.014
C -3.130 -2.028 -0.511 -0.10 0.14 0.11 0.015
C -4.076 -2.349 -1.471 -0.03 -0.04 0.00 -0.003
C -3.763 -3.235 -2.499 0.00 0.07 0.02 0.003
C -2.498 -3.799 -2.562 0.06 -0.03 0.02 -0.001
C -1.540 -3.482 -1.602 0.07 -0.19 -0.18 0.002
H 1.868 3.138 2.660 -0.01 -0.12 -0.05 0.000
H 0.914 2.644 1.254 0.08 -0.01 0.01 -0.001
H 2.580 2.064 1.453 0.02 0.05 0.00 0.001
H 3.008 1.162 4.413 -0.06 -0.08 -0.01 0.000
H 2.767 -0.541 3.979 -0.05 0.08 0.11 -0.001
H 1.782 0.205 5.246 0.11 0.05 -0.10 0.001
H -0.308 2.324 4.541 -0.01 -0.06 -0.06 0.001
H -1.124 0.761 4.322 0.01 0.13 0.01 -0.005
H -1.206 1.982 3.043 0.03 -0.02 0.10 0.000
H 0.345 -1.133 4.510 -0.07 -0.08 -0.05 -0.002
H -1.174 -2.777 5.470 -0.03 -0.02 -0.03 0.003
H -2.650 -4.124 3.981 0.03 0.00 -0.01 0.007
H -2.520 -3.874 1.541 -0.04 0.00 -0.07 0.001
H -3.345 -1.301 0.266 0.01 -0.02 -0.05 -0.001
H -5.053 -1.882 -1.424 0.07 -0.01 -0.02 0.000
H -4.499 -3.464 -3.259 0.03 -0.01 0.05 0.000
H -2.247 -4.489 -3.360 -0.01 0.07 0.05 0.000
H -0.543 -3.905 -1.637 -0.07 0.04 -0.02 -0.001
F -1.527 0.835 0.882 0.16 -0.26 -0.26 0.003
Sb -2.254 1.921 -0.686 0.77 -0.09 -0.02 -0.003
F -0.171 2.148 -0.716 -0.10 -0.04 -0.19 -0.007
F -3.589 1.351 -1.936 -0.54 -0.18 -0.32 0.000
F -2.044 3.467 0.351 -0.10 0.48 0.31 0.000
F -3.783 1.681 0.407 -0.27 -0.13 0.36 0.000
F -1.908 3.027 -2.181 0.06 0.38 -0.48 0.000
C 4.557 0.011 1.713 0.04 -0.02 -0.11 0.007
C 4.322 0.516 0.295 -0.19 0.07 0.40 -0.008
As 2.730 -0.157 -0.597 -0.48 -0.59 -0.32 -0.030
C 3.250 -2.019 -0.843 -0.31 -0.13 0.01 0.001
C 2.076 -2.931 -1.196 0.13 0.08 -0.02 -0.005
C 3.020 0.592 -2.359 -0.31 0.34 0.02 -0.003
C 2.513 2.033 -2.436 -0.02 -0.11 -0.03 0.001
H 5.497 0.407 2.101 -0.03 -0.02 0.01 0.000
H 4.621 -1.079 1.745 -0.01 0.05 0.01 0.000
H 3.760 0.320 2.386 0.12 0.01 -0.12 0.001
H 5.114 0.189 -0.377 0.13 -0.01 -0.06 -0.001
H 4.291 1.604 0.261 0.02 0.05 -0.04 0.000
H 3.748 -2.356 0.065 0.04 -0.01 0.04 -0.001
H 3.987 -2.000 -1.646 0.11 0.00 -0.04 0.000
H 1.383 -3.005 -0.360 -0.02 0.01 0.03 0.001
H 2.429 -3.936 -1.436 0.02 0.02 0.00 0.000
H 1.518 -2.544 -2.049 0.00 0.00 -0.02 0.002
H 2.511 -0.047 -3.079 -0.04 -0.01 0.01 -0.001
H 4.094 0.533 -2.526 0.12 -0.05 -0.03 0.000
H 1.440 2.083 -2.255 0.03 0.02 -0.02 -0.002
H 2.715 2.448 -3.422 0.03 0.03 -0.07 0.000
H 3.000 2.672 -1.696 0.01 0.01 -0.02 0.000
C -0.573 2.294 -5.445 0.04 -0.04 0.01 0.000
C 0.255 1.079 -5.797 0.00 0.22 -0.02 0.000
C 1.472 1.266 -6.455 -0.01 0.19 0.01 0.000
C 2.251 0.204 -6.874 -0.03 0.03 0.03 0.000
Cl 3.762 0.511 -7.692 -0.06 -0.02 0.03 0.000
C 1.829 -1.095 -6.663 0.00 -0.13 -0.02 0.000
C 0.630 -1.298 -6.003 0.10 -0.14 0.04 0.000
C -0.145 -0.235 -5.556 -0.10 -0.10 0.18 0.000
O -1.332 -0.616 -4.978 -0.19 0.19 0.12 0.000
C -1.867 -0.007 -3.809 0.24 -0.16 -0.15 0.001
C -0.955 -0.105 -2.611 0.16 -0.16 0.29 0.002
O 0.199 -0.503 -2.679 -0.06 0.11 -0.06 0.001
O -1.474 0.167 -1.435 -0.01 -0.21 -0.73 0.000
H -0.110 3.187 -5.864 -0.02 -0.04 -0.01 0.000
H -0.673 2.458 -4.371 0.04 -0.04 0.01 0.000
H -1.582 2.220 -5.859 0.03 -0.05 0.02 0.000
H 1.800 2.277 -6.669 0.00 -0.06 0.04 0.000
H 2.424 -1.933 -7.010 -0.05 0.08 0.05 0.000
H 0.271 -2.301 -5.807 0.02 0.07 -0.02 0.000
H -2.758 -0.578 -3.565 -0.11 -0.03 -0.01 0.000
H -2.183 1.025 -3.936 0.01 0.10 -0.05 0.000
```
Forces are in eV/Å.

Properties
- <S²>: 0.8432
- Calculated total energy: -5476.37254 hartree
- Energy relative to the best compared isomer or geometry (same formula, charge and spin): 0.0 kcal per mole
- Lowest unoccupied orbital energy (alpha / beta): -1.6 / -2.6 eV
- HOMO (alpha / beta): -8.239 / -8.240 eV
- Multiplicity: 2
- Kohn-Sham gap (alpha / beta): 6.6 / 5.6 eV

=====

Entry 3:
DFT (ωB97M-V/def2-TZVPD) results for C52H45Cl2O8S3Ta as an isolated structure.

```
111
Properties=species:S:1:pos:R:3:forces:R:3:mulliken_charge:R:1
Ta 0.837 2.016 -0.725 0.09 -0.30 0.01 0.148
C 8.023 1.448 -3.742 0.00 0.00 0.00 -0.924
O 6.685 1.950 -3.627 0.00 -0.01 0.01 -0.404
C 5.875 1.430 -2.717 0.00 0.01 0.00 0.786
C 6.226 0.374 -1.855 0.00 -0.01 0.02 -1.116
C 5.307 -0.072 -0.941 0.01 0.00 0.00 -1.299
C 4.016 0.483 -0.838 -0.01 -0.03 0.01 0.162
C 3.082 -0.003 0.130 0.02 0.01 -0.03 1.536
C 3.440 -1.074 1.100 -0.03 -0.02 0.00 -1.384
O 1.903 0.454 0.205 -0.05 0.09 -0.03 1.835
C 3.688 1.533 -1.731 0.01 0.02 -0.03 0.060
O 2.467 2.091 -1.720 -0.14 0.02 0.14 0.149
C 4.598 1.999 -2.651 0.00 0.03 0.00 -0.401
H 8.485 2.034 -4.529 0.00 0.00 0.00 0.257
H 8.016 0.395 -4.023 0.00 0.00 0.00 0.376
H 8.567 1.591 -2.809 0.00 0.00 0.00 0.388
H 7.204 -0.078 -1.899 0.00 0.00 0.00 0.494
H 5.587 -0.882 -0.282 0.00 0.00 0.00 0.497
H 4.411 -0.897 1.558 0.00 0.00 0.00 0.746
H 3.457 -2.031 0.571 0.01 0.00 0.01 0.431
H 2.672 -1.130 1.865 0.00 0.00 0.00 -0.672
H 4.343 2.826 -3.299 -0.01 0.00 0.00 0.559
C -5.193 3.654 4.604 0.00 0.00 0.00 -1.559
C -4.266 2.847 3.743 0.00 0.00 -0.01 0.882
C -4.491 1.486 3.540 0.00 -0.01 0.01 -1.043
C -3.631 0.730 2.761 0.01 0.02 0.00 -0.435
C -2.525 1.351 2.196 -0.01 0.01 0.01 0.512
C -2.274 2.705 2.371 0.00 0.00 -0.01 -0.787
C -3.156 3.441 3.142 0.00 0.00 0.01 -1.016
S -1.455 0.298 1.272 0.02 0.03 0.08 1.108
O -0.649 1.318 0.415 -0.06 0.08 -0.11 -0.065
C -0.288 -0.246 2.479 0.00 0.02 0.01 1.888
C 0.485 0.724 3.159 0.00 0.00 -0.01 -1.044
C 1.408 0.311 4.066 -0.01 -0.01 -0.01 -1.264
C 1.620 -1.073 4.305 0.01 0.01 -0.01 1.254
C 2.611 -1.509 5.214 0.00 0.00 0.00 -1.127
C 2.832 -2.842 5.414 0.00 0.00 0.00 -0.746
C 2.071 -3.801 4.713 0.00 0.00 0.00 -0.956
C 1.097 -3.411 3.839 0.00 0.00 -0.01 -1.060
C 0.843 -2.035 3.613 0.02 0.01 0.01 1.045
C -0.166 -1.595 2.695 -0.01 0.00 0.07 -0.476
C -1.087 -2.628 2.128 0.00 -0.01 0.03 -0.126
C -2.025 -3.231 3.023 -0.01 0.00 0.00 0.931
C -2.228 -2.753 4.344 0.01 0.00 0.00 -0.718
C -3.145 -3.345 5.163 0.00 0.00 0.00 -0.999
C -3.901 -4.451 4.715 0.00 0.00 0.00 -0.711
C -3.726 -4.933 3.451 -0.01 0.00 0.00 -0.969
C -2.790 -4.335 2.573 0.00 -0.01 -0.01 0.597
C -2.603 -4.823 1.256 0.01 0.01 0.00 -1.198
C -1.746 -4.205 0.398 0.00 0.01 -0.01 -1.115
C -1.000 -3.086 0.834 0.00 -0.01 -0.06 -0.202
S -0.018 -2.097 -0.295 0.04 -0.03 -0.07 2.450
O 1.321 -2.704 -0.557 -0.02 0.00 0.01 -1.003
C -0.988 -2.366 -1.771 0.01 -0.02 0.02 -0.590
C -0.488 -3.190 -2.763 0.00 -0.01 -0.02 -0.230
C -1.216 -3.358 -3.937 0.00 0.00 0.01 -0.980
C -2.434 -2.714 -4.126 0.00 -0.01 0.00 0.900
C -3.235 -2.916 -5.381 0.00 0.01 -0.01 -1.586
C -2.915 -1.886 -3.106 0.00 -0.01 -0.01 -0.703
C -2.202 -1.708 -1.936 0.00 0.01 0.01 -0.353
H -6.207 3.259 4.574 0.00 0.00 0.00 0.397
H -5.217 4.697 4.292 0.00 0.00 0.00 0.398
H -4.858 3.628 5.643 0.00 0.00 0.00 0.300
H -5.358 1.014 3.985 0.00 0.00 0.00 0.414
H -3.819 -0.326 2.600 0.00 -0.01 0.00 0.528
H -1.419 3.177 1.904 0.00 0.00 0.01 0.284
H -2.981 4.501 3.280 0.00 0.00 0.00 0.444
H 0.338 1.776 2.959 0.00 -0.01 0.00 0.326
H 2.001 1.035 4.609 0.00 0.00 0.00 0.477
H 3.193 -0.767 5.746 0.00 0.00 0.00 0.495
H 3.592 -3.168 6.111 0.00 0.00 0.00 0.435
H 2.260 -4.853 4.873 0.00 0.00 0.00 0.480
H 0.520 -4.156 3.308 0.00 0.00 0.00 0.507
H -1.651 -1.911 4.706 -0.01 0.00 0.00 0.521
H -3.292 -2.970 6.167 0.00 0.00 0.00 0.475
H -4.616 -4.914 5.380 0.00 0.00 0.00 0.432
H -4.301 -5.780 3.099 0.00 0.00 0.00 0.482
H -3.170 -5.687 0.933 0.00 0.00 0.00 0.447
H -1.636 -4.561 -0.617 0.00 0.00 -0.01 0.642
H 0.453 -3.703 -2.603 0.01 0.01 -0.01 0.553
H -0.835 -4.014 -4.710 0.00 0.00 0.00 0.395
H -2.675 -3.477 -6.126 0.00 0.00 0.00 0.400
H -3.529 -1.961 -5.818 0.00 0.00 0.00 0.361
H -4.151 -3.467 -5.164 0.00 0.00 0.00 0.317
H -3.867 -1.384 -3.235 0.00 0.00 0.00 0.457
H -2.591 -1.069 -1.150 0.00 -0.02 -0.02 0.452
Cl -3.444 7.065 -4.672 0.00 0.00 0.00 -0.175
C -2.484 5.935 -3.794 0.00 0.00 -0.01 0.058
C -3.073 4.806 -3.245 0.00 -0.01 0.01 -0.760
C -2.300 3.898 -2.537 -0.01 0.02 0.01 -0.386
C -0.941 4.120 -2.386 -0.02 -0.04 -0.01 0.238
O -0.217 3.214 -1.680 0.16 0.08 0.11 -0.031
C -0.333 5.250 -2.940 0.01 -0.01 0.01 1.161
C 1.118 5.536 -2.842 0.00 0.00 -0.03 -0.318
O 1.939 4.794 -2.361 0.00 0.00 0.00 -0.411
C -1.126 6.156 -3.639 0.00 0.00 -0.01 -1.046
H -4.135 4.643 -3.367 0.00 0.00 0.00 0.459
H -2.747 3.021 -2.088 0.00 0.00 0.00 0.517
H 1.417 6.507 -3.275 -0.01 0.01 0.01 0.289
H -0.672 7.040 -4.069 0.00 0.00 0.00 0.419
C 0.689 1.490 -4.465 0.00 -0.01 0.00 -0.909
S 0.328 0.027 -3.507 -0.05 0.01 0.02 0.633
C 1.905 -0.801 -3.592 -0.02 -0.03 0.01 -0.610
O 0.216 0.522 -2.047 0.01 -0.04 -0.03 -0.768
H 1.555 2.006 -4.054 0.00 0.01 0.00 0.150
H -0.196 2.125 -4.438 0.00 0.00 0.00 0.312
H 0.872 1.167 -5.490 0.00 -0.01 0.00 0.592
H 1.945 -1.299 -4.562 0.00 0.00 0.00 0.604
H 1.909 -1.547 -2.796 -0.01 0.00 0.01 0.065
H 2.723 -0.094 -3.483 0.03 0.03 0.01 0.158
Cl 1.530 3.420 0.987 0.01 0.07 -0.13 -0.390
```
Forces are in eV/Å.

Properties
- Calculated total energy: -4782.16607 hartree
- Energy relative to the best compared isomer or geometry (same formula, charge and spin): 16.2 kcal per mole
- Net charge: +2
- Lowest unoccupied orbital energy: -5.7 eV
- HOMO: -12.597 eV
- Multiplicity: 1
- Kohn-Sham gap: 6.9 eV

=====

Entry 4:
DFT (ωB97M-V/def2-TZVPD) results for one molecule with the formula C5H6O.

```
12
Properties=species:S:1:pos:R:3:forces:R:3:nbo_charge:R:1
C -1.719 -0.045 0.423 -0.16 -0.01 0.07 -0.598
C -0.486 -0.075 -0.459 -0.02 -0.25 -0.50 -0.421
C -0.624 -0.654 -1.624 0.04 0.28 0.60 0.278
C 0.776 0.537 0.048 -0.14 0.10 0.03 0.054
C 1.698 -0.241 0.880 0.07 -0.11 0.26 -0.105
O 2.001 0.066 -0.473 0.11 0.02 -0.14 -0.469
H -2.593 -0.461 -0.086 0.14 0.06 0.06 0.236
H -1.538 -0.630 1.331 0.00 0.09 -0.13 0.223
H -1.949 0.986 0.711 0.03 -0.12 -0.06 0.223
H 0.731 1.618 0.194 -0.02 -0.15 0.00 0.199
H 1.474 -1.288 1.081 0.02 0.15 -0.06 0.190
H 2.311 0.270 1.621 -0.08 -0.06 -0.11 0.188
```
Forces are in eV/Å.

Properties
- Calculated total energy: -269.17150 hartree
- Energy relative to the best compared isomer or geometry (same formula, charge and spin): 109.7 kcal per mole
- Lowest unoccupied orbital energy: -0.3 eV
- HOMO: -9.964 eV
- Multiplicity: 1
- Kohn-Sham gap: 9.7 eV

=====

Entry 5:
DFT (ωB97M-V/def2-TZVPD) results for N6O6S3 as an isolated structure.

```
15
Properties=species:S:1:pos:R:3:forces:R:3:nbo_charge:R:1
N -2.996 0.261 2.953 0.48 0.15 0.11 0.449
N 2.481 1.890 -0.286 -0.44 0.04 3.30 0.262
N -2.482 -0.661 2.652 0.73 -1.31 0.44 -0.117
N 1.756 1.166 -1.028 -0.93 -0.47 -2.94 -0.407
N -1.754 -2.132 0.550 3.19 0.42 -0.19 0.489
N 1.963 1.103 -2.828 0.38 -0.67 3.03 0.632
O -3.451 1.265 3.280 -1.56 2.51 0.77 -0.334
O 3.424 2.521 -0.621 0.60 0.36 -1.54 -0.328
O -2.738 -2.321 1.133 -2.42 -1.56 -0.02 -0.295
O -1.503 -2.068 -0.617 -0.59 -0.04 -0.55 -0.356
O 2.613 0.166 -3.070 1.02 -1.17 -0.95 -0.287
O 1.358 1.869 -3.448 -0.93 1.49 -0.96 -0.264
S -0.210 -1.755 1.695 0.42 -0.15 -1.05 0.137
S 0.395 0.287 -0.577 0.67 -0.29 0.40 0.370
S 1.145 -1.591 0.213 -0.61 0.67 0.14 0.046
```
Forces are in eV/Å.

Properties
- Calculated total energy: -1974.11323 hartree
- Lowest unoccupied orbital energy: -1.1 eV
- HOMO: -9.490 eV
- Multiplicity: 1
- Kohn-Sham gap: 8.4 eV